Below is a 3-piece molecular cluster, C28H43NO4S overall at a distorted geometry, with properties calculated with the ωB97M-V functional and the def2-TZVPD basis.

Bonds (Å) are listed after each position.
CARTESIAN COORDINATES (ANGSTROEM)
1 C -1.2441 4.1963 4.0566  H17 1.096, C21 1.521, H26 1.095, C62 1.530
2 H -1.2682 -2.5363 -5.0042  C61 1.146
3 H -0.0229 -0.4358 -1.0857  C42 1.094
4 C -2.0517 0.4105 2.8848  C27 1.530, H45 1.094, C54 1.523, H63 1.096
5 H 3.4496 -2.5714 -5.2804  C72 1.145
6 H 0.6867 3.2427 4.1817  C21 1.093
7 H -0.1281 -4.5205 -0.5318  C68 1.161
8 C -1.3503 -3.9491 -3.1406  H41 1.165, H55 1.164, C61 1.614, C65 1.604
9 H -1.0734 0.7216 -0.2676  C42 1.093
10 H -2.9440 -3.1514 -4.5089  C61 1.165
11 H -3.1017 -0.7009 4.4221  C54 1.094
12 H 0.6697 4.6562 3.1269  C21 1.093
13 H -2.2528 -5.3519 -5.0230  O23 0.993
14 H -2.9906 0.9108 1.0186  C27 1.096
15 H -1.1957 -2.3313 -0.0508  C71 1.095
16 H 2.2164 0.2242 -5.9128  C37 1.146
17 H -1.7606 3.2933 4.4009  C1 1.096
18 C 3.2990 -0.8194 -3.7345  H19 1.161, C29 1.618, H35 1.157, C72 1.630
19 H 2.7641 0.2071 -3.8256  C18 1.161
20 C 3.8836 -6.0629 1.4863  O36 1.262, N50 1.332
21 C 0.0886 3.7879 3.4466  C1 1.521, H6 1.093, H12 1.093, H64 1.093
22 H -4.0278 0.0349 2.1206  C27 1.096
23 O -1.7966 -4.6079 -5.4967  H13 0.993, C61 1.459
24 H -2.1865 8.4975 5.1636  C53 1.094
25 H -2.3575 4.2747 2.2168  C62 1.096
26 H -1.0704 4.8078 4.9482  C1 1.095
27 C -3.0033 0.0802 1.7332  C4 1.530, H14 1.096, H22 1.096, C30 1.532
28 C 4.8690 -2.9326 0.2342  C40 1.447, C60 1.630, H75 1.154
29 C 2.3578 -1.7907 -2.8458  C18 1.618, C57 1.598, C67 1.592
30 C -2.7077 -1.2302 0.9972  C27 1.532, H34 1.097, H70 1.096, C71 1.530
31 C -1.2733 7.2973 3.6193  H33 1.096, C53 1.523, H66 1.094, C77 1.530
32 H -3.2537 8.1624 3.7931  C53 1.093
33 H -0.8492 8.1793 3.1268  C31 1.096
34 H -3.4467 -1.3508 0.1961  C30 1.097
35 H 4.3138 -0.5914 -3.2285  C18 1.157
36 O 2.8902 -6.8392 1.4212  C20 1.262
37 C 2.9471 -0.5460 -6.3449  H16 1.146, S58 1.871, C72 1.630, H76 1.159
38 O 4.6153 -0.6074 -0.7413  C60 1.265
39 H -0.7221 6.0768 1.9397  C77 1.096
40 C 4.0296 -3.8462 0.9796  C28 1.447, N50 1.485, C56 1.632
41 H -2.1874 -3.6967 -2.3705  C8 1.165
42 C -1.0252 -0.2925 -0.6718  H3 1.094, H9 1.093, H49 1.094, C71 1.522
43 H -2.9161 6.9007 4.9933  C53 1.093
44 H 4.8086 -1.3185 -5.3577  C72 1.165
45 H -1.0258 0.5146 2.5187  C4 1.094
46 H 0.7050 -2.0200 -4.4705  C57 1.146
47 H 1.7607 -2.8546 -6.7143  S58 1.398
48 H -2.3575 6.6904 1.8626  C77 1.096
49 H -1.7444 -0.3726 -1.4916  C42 1.094
50 N 4.5644 -4.9622 1.8010  C20 1.332, C40 1.485
51 O 1.6495 -3.9090 1.9165  C56 1.274
52 H -0.5447 -1.2737 1.1842  C71 1.095
53 C -2.4807 7.7345 4.4374  H24 1.094, C31 1.523, H32 1.093, H43 1.093
54 C -2.0927 -0.6153 4.0092  C4 1.523, H11 1.094, H59 1.093, H69 1.094
55 H -1.2185 -5.1060 -3.1232  C8 1.164
56 C 2.4044 -3.7143 0.9092  C40 1.632, O51 1.274, C74 1.625
57 C 0.9710 -2.3519 -3.4067  C29 1.598, H46 1.146, C65 1.562
58 S 1.9899 -1.6981 -7.4659  C37 1.871, H47 1.398
59 H -1.7736 -1.6029 3.6676  C54 1.093
60 C 4.1468 -1.7802 -0.6640  C28 1.630, O38 1.265, C67 1.626
61 C -1.8233 -3.4549 -4.6028  H2 1.146, C8 1.614, H10 1.165, O23 1.459
62 C -2.1586 4.9297 3.0732  C1 1.530, H25 1.096, H73 1.096, C77 1.532
63 H -2.3304 1.3872 3.2953  C4 1.096
64 H -0.0627 3.1357 2.5824  C21 1.093
65 C 0.0324 -3.3229 -2.6211  C8 1.604, C57 1.562, C68 1.598
66 H -0.4947 6.9165 4.2870  C31 1.094
67 C 2.7737 -2.2676 -1.3853  C29 1.592, C60 1.626, C74 1.598
68 C 0.4998 -3.7740 -1.1615  H7 1.161, C65 1.598, C74 1.564
69 H -1.4217 -0.3132 4.8183  C54 1.094
70 H -2.8645 -2.0742 1.6783  C30 1.096
71 C -1.3039 -1.3383 0.3977  H15 1.095, C30 1.530, C42 1.522, H52 1.095
72 C 3.6632 -1.4495 -5.1925  H5 1.145, C18 1.630, C37 1.630, H44 1.165
73 H -3.1292 5.0965 3.5538  C62 1.096
74 C 1.8445 -3.2631 -0.5483  C56 1.625, C67 1.598, C68 1.564
75 H 6.0204 -3.0079 0.2379  C28 1.154
76 H 3.7354 -0.0217 -7.0134  C37 1.159
77 C -1.6156 6.2617 2.5463  C31 1.530, H39 1.096, H48 1.096, C62 1.532

The gap between HOMO and LUMO is 7.59 eV. Its SMILES is O=C=NC1=CC(=O)c2c(CCCS)cc(CCO)cc2C1=O.CCCCCC.CCCCCC. For the HOMO energy, the calculation gives -9.1 eV. The LUMO energy comes out at -1.53 eV. For the energy, the calculation gives -1846.25433 hartree.